{
  "formula": "C36H96N8O10",
  "method": "wB97M-V/def2-TZVPD",
  "smiles": "COC[C@H](C)N.COC[C@H](C)N.COC[C@H](C)N.COC[C@H](C)N.COC[C@H](C)N.COC[C@H](C)N.COCCNCCOC.COCCNCCOC",
  "spin_multiplicity": 1,
  "homo_energy_ev": -8.74,
  "total_energy_ev": -71274.670,
  "largest_force_ha_per_bohr": 0.0471,
  "de_lowest_kcal_mol": 92.4,
  "symbols": ["C", "O", "C", "C", "C", "N", "H", "H", "H", "H", "H", "H", "H", "H", "H", "H", "H", "C", "O", "C", "C", "C", "N", "H", "H", "H", "H", "H", "H", "H", "H", "H", "H", "H", "C", "O", "C", "C", "C", "N", "H", "H", "H", "H", "H", "H", "H", "H", "H", "H", "H", "C", "O", "C", "C", "C", "N", "H", "H", "H", "H", "H", "H", "H", "H", "H", "H", "H", "C", "O", "C", "C", "C", "N", "H", "H", "H", "H", "H", "H", "H", "H", "H", "H", "H", "C", "O", "C", "C", "C", "N", "H", "H", "H", "H", "H", "H", "H", "H", "H", "H", "H", "C", "O", "C", "C", "N", "C", "C", "O", "C", "H", "H", "H", "H", "H", "H", "H", "H", "H", "H", "H", "H", "H", "H", "H", "C", "O", "C", "C", "N", "C", "C", "O", "C", "H", "H", "H", "H", "H", "H", "H", "H", "H", "H", "H", "H", "H", "H", "H"],
  "xyz": [[-10.991270, -5.609000, 16.847100], [-9.574570, -5.633300, 16.770730], [-8.947300, -6.557510, 17.673910], [-7.513390, -6.792540, 17.111430], [-7.589810, -7.526790, 15.812070], [-6.664180, -7.513580, 18.017700], [-11.412680, -6.327800, 16.144360], [-11.350420, -4.659670, 16.449760], [-11.324620, -5.738690, 17.876730], [-8.846320, -6.027470, 18.620990], [-9.470360, -7.508040, 17.778830], [-7.058090, -5.820010, 16.924350], [-8.254160, -7.047590, 15.092970], [-7.895920, -8.561180, 15.968390], [-6.581250, -7.571940, 15.401140], [-6.414640, -6.928800, 18.802460], [-5.794380, -7.556840, 17.506160], [-15.629060, 2.597260, 17.746320], [-16.150200, 3.747140, 18.493750], [-15.200720, 4.198830, 19.438190], [-15.020560, 3.284050, 20.645890], [-16.336800, 3.243590, 21.524090], [-13.959610, 3.785450, 21.526430], [-15.141980, 1.823280, 18.339460], [-14.938230, 2.903940, 16.960950], [-16.456830, 2.018240, 17.336870], [-14.208940, 4.275270, 18.992500], [-15.432200, 5.187460, 19.834560], [-14.802000, 2.237400, 20.434150], [-16.053180, 2.622970, 22.374090], [-17.274650, 2.855420, 21.126780], [-16.546550, 4.267940, 21.832010], [-14.068250, 3.158200, 22.310550], [-14.362490, 4.657210, 21.839210], [-21.708930, -2.502210, 19.846630], [-23.047840, -3.004650, 19.781560], [-23.583140, -3.561200, 20.976710], [-22.930920, -5.019300, 21.158510], [-23.259680, -5.969830, 19.988440], [-23.361120, -5.701070, 22.367800], [-21.628870, -1.944300, 18.913670], [-20.921600, -3.255920, 19.835300], [-21.595980, -1.859920, 20.720020], [-23.560680, -2.871930, 21.820800], [-24.662140, -3.585030, 20.824070], [-21.847180, -4.909420, 21.197600], [-24.281710, -6.345730, 19.940890], [-22.520360, -6.769840, 19.949720], [-23.117940, -5.489100, 19.020500], [-24.368910, -5.634500, 22.362270], [-23.136840, -5.006500, 23.065920], [-24.167010, 3.889570, 22.565230], [-24.452210, 5.235950, 22.147910], [-23.855830, 5.657480, 20.925330], [-24.361630, 4.873800, 19.731260], [-23.587520, 5.251390, 18.468550], [-25.780050, 5.118910, 19.422280], [-24.575940, 3.136510, 21.891600], [-24.620770, 3.609580, 23.515920], [-23.079630, 3.824010, 22.602660], [-24.114540, 6.698070, 20.729510], [-22.767440, 5.689030, 20.875090], [-24.283820, 3.811660, 19.963460], [-22.562970, 4.879890, 18.487890], [-23.454820, 6.330540, 18.391670], [-24.099420, 4.852760, 17.592680], [-26.145650, 5.223480, 20.357970], [-26.026510, 6.047910, 19.111940], [-15.944040, -0.770350, 10.540000], [-15.893790, 0.617800, 10.269380], [-14.944520, 1.139720, 9.328910], [-13.507480, 0.652380, 9.347270], [-12.719070, 1.141200, 10.534020], [-12.784720, 0.928890, 8.129770], [-16.655930, -0.984690, 11.337100], [-14.990690, -0.905240, 11.050900], [-15.989140, -1.329220, 9.605260], [-15.350590, 0.880010, 8.351280], [-15.029560, 2.222860, 9.241270], [-13.537590, -0.436300, 9.391650], [-12.672150, 2.230130, 10.545740], [-11.732490, 0.689840, 10.429020], [-13.094520, 0.692660, 11.453770], [-12.900820, 1.901380, 7.883030], [-13.351000, 0.495970, 7.414220], [-14.698670, 8.926350, 12.906340], [-14.718330, 10.242120, 12.326910], [-13.826000, 10.299110, 11.210060], [-13.487060, 11.636810, 10.531290], [-12.956420, 12.710120, 11.507990], [-14.721820, 12.180840, 9.990700], [-15.397070, 8.825210, 13.737070], [-13.712740, 8.656180, 13.284550], [-15.036980, 8.176950, 12.190770], [-12.847160, 9.933380, 11.520250], [-14.287880, 9.661510, 10.456240], [-12.660730, 11.454690, 9.844200], [-13.734940, 12.867000, 12.254570], [-12.734900, 13.631660, 10.969650], [-12.030710, 12.414650, 12.001800], [-14.688730, 13.084190, 9.540190], [-15.258920, 12.372180, 10.824380], [-8.208370, -0.150230, 18.109190], [-9.022510, 0.845420, 18.676680], [-9.004850, 0.850160, 20.089520], [-9.640490, -0.407680, 20.705820], [-10.053680, -0.260480, 22.086040], [-10.750500, -1.471730, 22.443030], [-10.897750, -1.617890, 23.938220], [-11.566200, -0.479150, 24.478350], [-12.058770, -0.573640, 25.806250], [-8.439370, -1.181180, 18.377320], [-7.136550, -0.032330, 18.268530], [-8.395640, -0.066060, 17.038700], [-9.601190, 1.709940, 20.394870], [-8.017380, 0.996640, 20.527190], [-8.891300, -1.199370, 20.700820], [-10.482820, -0.746810, 20.102850], [-10.564280, 0.600060, 22.223400], [-10.188140, -2.385350, 22.250320], [-11.703710, -1.605260, 21.931490], [-9.890030, -1.612880, 24.353640], [-11.401100, -2.552080, 24.187320], [-12.655030, 0.297680, 26.077110], [-11.196400, -0.489520, 26.467560], [-12.626750, -1.496710, 25.922220], [-10.989740, 9.035130, 19.136230], [-11.936640, 9.368860, 20.172000], [-12.413960, 10.707170, 20.298760], [-13.335450, 10.835010, 21.529230], [-12.804630, 10.255710, 22.757210], [-13.613400, 10.375050, 23.932700], [-12.998810, 9.524460, 25.043730], [-13.135380, 8.135950, 24.744860], [-12.460590, 7.245830, 25.609980], [-11.208820, 9.453780, 18.153970], [-10.918360, 7.956670, 18.995090], [-9.987630, 9.321300, 19.455580], [-12.847100, 11.026980, 19.351020], [-11.471840, 11.247880, 20.389050], [-14.355370, 10.514230, 21.317160], [-13.517920, 11.891220, 21.727300], [-12.724800, 9.260360, 22.605550], [-14.638540, 10.057240, 23.742440], [-13.738710, 11.395770, 24.293980], [-13.534600, 9.730210, 25.970380], [-11.951140, 9.794260, 25.176760], [-12.885360, 7.089130, 26.601500], [-11.446530, 7.587750, 25.817050], [-12.295560, 6.240070, 25.223570]],
  "forces_ev_per_a": [[0.4, 0.2, -0.5], [-0.1, -0.4, 0.2], [1.2, 1.0, -0.7], [-1.5, 0.9, 0.0], [0.3, -0.4, -0.5], [0.5, -0.4, 0.4], [-0.1, -0.6, 0.4], [0.2, 0.3, 0.3], [-0.3, -0.1, -0.1], [-0.2, -0.3, 0.5], [-0.2, 0.0, 0.0], [-0.4, 0.5, -0.2], [0.1, 0.0, 0.1], [-0.2, 0.0, 0.1], [0.0, 0.0, -0.3], [-0.2, 0.1, 0.4], [0.4, -0.6, 0.1], [-0.7, 0.3, 0.4], [0.6, -1.3, -0.4], [1.1, -0.9, 0.3], [-2.1, -0.3, 0.8], [0.7, 0.0, -0.5], [-0.4, -0.2, -0.8], [0.3, 0.4, 0.6], [-0.1, 0.2, 0.0], [-0.3, 0.6, -0.3], [0.2, 0.2, -0.4], [-0.5, 0.1, -0.3], [0.2, 0.1, -0.6], [-0.4, 0.1, 0.3], [0.3, -0.2, -0.5], [0.0, 0.1, 0.3], [0.6, 0.1, 0.6], [0.4, 0.5, 0.5], [-1.0, 0.0, -0.4], [0.2, 0.3, 0.4], [0.6, -1.4, -1.1], [-1.3, 0.4, -0.9], [0.7, 0.9, -0.9], [0.1, 1.0, 0.5], [0.3, 0.3, 0.2], [-0.1, -0.3, 0.2], [0.2, 0.2, 0.0], [1.0, 0.0, 0.4], [-0.2, -0.7, -0.4], [0.0, 0.2, 0.0], [0.0, -0.1, 0.6], [-0.3, -0.3, 0.4], [0.0, 0.4, 0.0], [-0.5, -0.5, 0.0], [0.2, -0.2, 1.0], [0.4, 0.4, -0.8], [-0.3, 0.0, 0.3], [-0.3, -0.1, -0.5], [0.0, 0.8, -1.4], [0.7, -0.4, 0.4], [-0.5, -0.3, 1.5], [0.2, 0.1, -0.4], [0.1, 0.9, 0.2], [0.1, -0.5, 0.2], [-0.4, 0.2, 0.5], [0.4, -0.6, 0.7], [0.1, -0.1, -0.3], [0.0, -0.3, 0.0], [-0.4, 0.2, -0.1], [0.1, 0.1, 0.0], [-0.9, -0.7, 0.5], [0.9, 0.4, -0.8], [2.1, 1.1, 0.3], [-0.5, 1.7, 0.4], [-1.2, -1.0, -1.1], [-0.2, -0.5, 1.1], [0.4, -0.8, 0.0], [-0.5, 0.2, -0.8], [-0.6, 0.2, -0.7], [0.3, -1.2, -0.1], [-0.4, -0.5, 0.2], [0.0, -0.5, -0.6], [0.1, 0.2, 1.0], [-0.1, -0.2, 0.2], [0.1, 0.0, 0.3], [0.3, 0.5, 0.0], [-0.3, 0.5, 0.2], [0.3, 0.6, 0.2], [0.2, -0.4, -0.6], [-0.3, 0.3, -0.3], [0.3, 0.2, 0.4], [0.4, -0.4, -0.2], [-0.5, 1.4, 1.7], [0.4, -0.7, 0.2], [-0.8, -0.5, -0.6], [0.0, 0.7, 0.0], [0.2, 0.1, -0.1], [0.2, -0.1, -0.4], [0.1, -0.6, 0.1], [0.4, -0.2, -0.3], [-0.5, -0.3, -0.6], [0.2, 0.3, 0.2], [-0.2, 0.0, 0.0], [0.0, -0.1, 0.2], [0.7, 0.0, -0.2], [-0.6, -0.2, 0.0], [-0.1, -0.1, -1.1], [0.4, -0.3, 0.6], [-0.9, -0.1, 0.6], [0.6, 0.2, -0.3], [0.9, -0.4, -0.5], [-0.5, -0.1, 1.4], [-0.1, 1.2, 0.7], [-0.9, 0.3, -0.5], [1.0, 0.0, -0.4], [-0.4, 0.0, 0.3], [0.1, 0.4, 0.3], [0.2, -0.1, -0.1], [-0.1, 0.1, -0.1], [0.4, 0.0, -0.3], [0.0, -0.2, -0.1], [-0.1, 0.1, -0.5], [-0.4, -0.3, 0.2], [0.5, 0.2, -0.8], [-0.4, 0.1, -0.1], [0.2, -0.3, 0.2], [-0.2, -0.1, 0.1], [-0.3, -0.1, -0.6], [0.0, -0.6, 0.5], [0.0, 0.0, 0.4], [-0.2, 0.5, 0.8], [-0.5, -1.6, -0.5], [1.6, -0.7, 0.0], [-0.1, 0.7, 0.0], [0.7, -0.2, -1.0], [-0.3, -0.4, 0.4], [-0.6, -0.1, 0.3], [-0.1, -0.4, -0.3], [1.0, 0.2, 0.5], [-0.2, 0.4, 0.1], [-0.6, -0.1, 0.4], [0.1, 0.4, -0.1], [-0.6, 0.1, 0.1], [-0.2, 0.9, 0.5], [-0.2, -0.7, -0.3], [0.4, 0.4, -0.1], [0.4, -0.2, -0.2], [-0.4, -0.4, 0.1], [0.5, 0.2, -0.1], [0.0, 0.1, 0.3], [0.2, 0.0, -0.1], [-0.7, 0.4, 0.1], [0.3, 0.4, -0.1], [-0.6, 0.2, -0.8]],
  "lowdin_charge": [-0.108, -0.210, -0.175, -0.480, -0.071, 0.031, 0.084, 0.082, 0.086, 0.118, 0.127, 0.135, 0.082, 0.085, 0.076, 0.071, 0.069, -0.077, -0.170, -0.229, -0.438, -0.055, 0.035, 0.072, 0.086, 0.083, 0.119, 0.128, 0.121, 0.064, 0.070, 0.072, 0.058, 0.062, -0.096, -0.215, -0.179, -0.417, -0.066, 0.024, 0.088, 0.077, 0.085, 0.111, 0.118, 0.122, 0.077, 0.074, 0.068, 0.066, 0.061, -0.087, -0.185, -0.217, -0.450, -0.069, 0.034, 0.074, 0.086, 0.090, 0.128, 0.121, 0.121, 0.074, 0.077, 0.079, 0.056, 0.069, -0.097, -0.200, -0.196, -0.497, -0.057, 0.043, 0.092, 0.071, 0.094, 0.111, 0.128, 0.129, 0.085, 0.078, 0.076, 0.072, 0.068, -0.104, -0.188, -0.213, -0.421, -0.075, 0.026, 0.084, 0.083, 0.082, 0.117, 0.122, 0.135, 0.075, 0.072, 0.071, 0.068, 0.065, -0.126, -0.174, -0.211, -0.238, -0.051, -0.241, -0.226, -0.208, -0.103, 0.078, 0.087, 0.090, 0.121, 0.123, 0.111, 0.120, 0.115, 0.122, 0.121, 0.122, 0.119, 0.083, 0.083, 0.084, -0.092, -0.219, -0.199, -0.198, -0.063, -0.230, -0.211, -0.186, -0.121, 0.080, 0.081, 0.080, 0.115, 0.115, 0.111, 0.114, 0.104, 0.116, 0.120, 0.118, 0.122, 0.080, 0.080, 0.083]
}